(1)
Computed, not measured: C2H10P2Si2 in the gas phase in a non-equilibrium geometry, with ωB97M-V/def2-TZVPD.

SMILES = C=P([SiH3])=PC[SiH3]
HOMO-LUMO gap (alpha / beta) = 6.419 / 6.576 eV
total energy = -1343.7205 Eh
spin multiplicity = 1

Each line ends with the Mulliken charge.
CARTESIAN COORDINATES (ANGSTROEM)
C (1.8878, 2.3125, 0.9201)  -0.75
P (0.9742, 0.9858, 0.4120)  0.32
Si (1.7309, -0.4582, -1.1690)  0.33
P (-0.7704, 0.8754, 1.5445)  -0.14
C (-1.3573, -0.7689, 1.1444)  -0.81
Si (-2.1440, -0.8794, -0.6010)  0.43
H (2.9483, 2.2687, 0.7977)  0.26
H (1.3241, 3.2121, 1.2952)  0.23
H (1.6703, -1.8624, -0.9097)  -0.07
H (0.6689, -0.0533, -2.0957)  -0.04
H (3.2792, -0.2481, -1.4736)  -0.10
H (-2.3099, -0.9055, 1.8764)  0.26
H (-0.7733, -1.6396, 1.2403)  0.45
H (-3.6551, -1.4371, -0.5131)  -0.14
H (-1.3205, -1.8094, -1.3462)  -0.13
H (-2.1532, 0.4074, -1.1223)  -0.09

(2)
Computed, not measured: 3 unconnected molecules or ions with the total composition C2H11BN3O in a non-equilibrium geometry, with ωB97M-V/def2-TZVPD.

HOMO-LUMO gap = 9.382 eV
charge = +1
total energy = -346.9719 Eh
spin multiplicity = 1

Each line ends with the Mulliken charge.
CARTESIAN COORDINATES (ANGSTROEM)
B (-2.2324, -0.6811, 0.1551)  0.31
C (0.8226, 1.5103, 0.0475)  -1.40
C (0.9593, 0.6856, 1.0641)  0.21
N (-3.0082, -0.8095, 1.2239)  -0.21
N (2.1567, -0.0877, 1.3563)  -0.46
N (0.5217, -0.4198, -2.1151)  -0.42
O (-1.5011, -0.6498, -0.7755)  -0.72
H (1.6758, 1.7685, -0.5072)  0.51
H (-0.1446, 1.8937, -0.2519)  0.34
H (0.0533, 0.4079, 1.6702)  0.29
H (-3.1688, -1.7165, 1.7342)  0.27
H (-3.4176, 0.0190, 1.6479)  0.25
H (2.9208, 0.3791, 0.7715)  0.24
H (2.2920, -0.3900, 2.2804)  0.22
H (0.5577, -0.0805, -3.1052)  0.39
H (1.2054, -1.2673, -2.0043)  0.42
H (0.7177, 0.2577, -1.3874)  0.20
H (-0.4105, -0.8195, -1.8045)  0.55

(3)
Computed, not measured: 2 unconnected molecules or ions with the total composition C2H11N2O in a non-equilibrium geometry, with ωB97M-V/def2-TZVPD.

HOMO-LUMO gap = 11.419 eV
charge = +1
total energy = -267.3130 Eh
spin multiplicity = 1

Each line ends with the Mulliken charge.
CARTESIAN COORDINATES (ANGSTROEM)
N (0.2688, -0.5615, 0.2252)  -0.25
C (-0.2267, 0.6309, -0.5131)  -0.68
C (-0.1932, 1.8663, 0.3911)  -0.30
N (-0.2388, 1.4969, 1.7893)  -0.64
H (-0.2726, -0.5331, 1.1014)  0.41
H (0.2338, -1.4315, -0.3356)  0.27
H (1.1962, -0.4538, 0.6347)  0.35
H (0.4086, 0.7971, -1.3651)  0.37
H (-1.1802, 0.3455, -0.9352)  0.38
H (0.6161, 2.5537, 0.1335)  0.37
H (-1.0049, 2.4990, -0.0040)  0.30
H (0.3077, 2.0992, 2.3879)  0.24
H (-1.1903, 1.6255, 2.1448)  0.23
H (-0.1385, -2.8757, -2.5200)  0.31
H (0.8321, -3.5640, -1.5443)  0.31
O (0.2692, -2.7851, -1.6407)  -0.67

Going through the records in order, we get ΔE to the lowest compared entry with this formula, charge and spin values of 1.441, 1.283, 0.319 eV.